The following is a DFT calculation (ωB97M-V/def2-TZVPD) of a molecular structure, C45H51ClInN8O6S3.

XYZ file:
```
115
Properties=species:S:1:pos:R:3:forces:R:3
In 0.1063 -0.9147 -0.5673 0.0 0.5 -0.4
C -0.0540 -2.9213 2.5516 0.1 0.1 -0.1
C -1.0167 -1.8834 2.0734 -0.1 0.0 -0.1
N -1.7011 -2.1405 1.0115 0.2 -0.3 -0.1
N -2.8281 -1.3963 0.8143 -0.3 0.2 0.4
C -3.1093 -0.8697 -0.3041 0.1 0.1 -0.2
S -2.0998 -0.6726 -1.7162 0.2 -0.3 0.1
S -4.8182 -0.3762 -0.4066 -0.1 0.0 -0.2
C -4.7074 1.1463 -1.3971 0.1 -0.2 0.1
C -4.4738 2.3527 -0.5397 0.0 0.2 -0.1
C -5.4657 3.3121 -0.3793 0.0 0.0 0.0
C -5.2544 4.4244 0.4217 0.0 0.1 0.0
C -4.0438 4.5842 1.0767 0.0 0.1 0.0
C -3.0472 3.6296 0.9219 0.0 0.1 0.0
C -3.2564 2.5218 0.1188 0.0 0.0 0.0
C -1.1124 -0.6079 2.7920 -0.1 0.0 0.0
C -1.3476 -0.5441 4.1596 0.0 0.0 0.0
C -1.3579 0.6618 4.8354 0.0 0.0 0.1
C -1.0679 1.8236 4.1248 0.0 0.0 0.0
C -0.8011 1.7768 2.7745 0.0 0.0 0.0
C -0.8504 0.5703 2.0523 0.0 0.1 0.3
O -0.6612 0.5930 0.7620 0.4 -0.2 -0.3
H -0.0081 -3.7386 1.8358 0.0 0.0 0.0
H 0.9342 -2.4858 2.6962 0.0 0.0 0.0
H -0.4071 -3.3017 3.5138 0.0 0.0 0.1
H -3.8865 0.9907 -2.1015 -0.2 0.1 0.1
H -5.6371 1.2260 -1.9590 0.0 0.0 0.0
H -6.4142 3.1842 -0.8855 -0.1 0.0 0.0
H -6.0384 5.1614 0.5392 0.0 0.0 0.0
H -3.8804 5.4430 1.7145 0.0 0.0 0.0
H -2.1062 3.7391 1.4430 -0.1 0.0 0.0
H -2.4808 1.7695 0.0276 0.1 0.0 0.0
H -1.5510 -1.4646 4.6954 0.0 0.0 0.0
H -1.5773 0.6975 5.8937 0.0 0.0 0.0
H -1.0474 2.7777 4.6379 0.0 0.0 0.0
H -0.5442 2.6708 2.2227 0.1 0.0 0.0
Cl 4.3493 1.5488 -3.5271 0.0 0.0 0.0
C 3.6447 0.6004 -2.1905 -0.1 -0.1 0.0
C 2.4364 1.2598 -1.5180 0.9 -0.2 -0.1
O 2.1236 2.4143 -1.7550 0.0 0.6 -0.1
O 1.8780 0.4627 -0.7013 -0.6 -0.3 0.4
H 4.4240 0.4335 -1.4482 -0.1 0.0 0.0
H 3.3335 -0.3644 -2.5878 0.0 0.1 0.0
S 4.3663 -2.4586 0.0960 0.3 0.0 0.0
C 2.7718 -2.2781 0.0894 0.0 -0.1 0.1
N 1.5987 -2.2465 0.1162 -0.3 0.2 -0.1
N -0.4812 -3.6295 -1.5910 -0.2 0.4 -0.2
C 0.2029 -4.5515 -1.5069 -0.1 -0.2 0.1
N 0.9835 -5.6080 -1.3901 0.3 -0.1 -0.2
C 1.9731 -5.6711 -0.3201 0.1 0.0 0.2
C 1.5094 -6.6157 0.7838 0.0 0.0 -0.1
C 1.1511 -7.9835 0.2059 -0.1 0.1 0.0
C 0.0906 -7.8337 -0.8831 0.0 0.0 0.0
C 0.5857 -6.8810 -1.9682 -0.1 -0.1 0.0
H 2.1407 -4.6635 0.0576 0.0 -0.1 -0.1
H 2.9115 -6.0321 -0.7546 0.0 0.0 0.0
H 0.6303 -6.1852 1.2711 0.0 0.0 0.0
H 2.2955 -6.7022 1.5358 0.0 0.0 0.0
H 0.7963 -8.6513 0.9931 0.0 0.0 0.0
H 2.0487 -8.4391 -0.2266 0.0 0.0 0.0
H -0.8237 -7.4233 -0.4457 0.0 0.0 0.0
H -0.1558 -8.8007 -1.3274 0.0 0.0 0.0
H -0.1774 -6.7012 -2.7257 0.0 0.0 0.0
H 1.4642 -7.3127 -2.4640 0.0 0.0 0.0
C -1.7632 6.6432 -1.6913 0.0 0.0 0.0
O -1.4833 5.3155 -2.0852 -0.1 -0.2 -0.2
C -2.4041 4.6595 -2.8535 0.1 0.0 0.1
C -3.5859 5.2096 -3.3269 0.1 -0.1 0.1
C -4.4530 4.4336 -4.0873 0.0 0.0 0.0
C -4.1497 3.1133 -4.3646 0.0 0.1 0.0
C -2.9730 2.5554 -3.8880 0.1 0.1 0.0
C -2.0882 3.3215 -3.1471 -0.1 0.2 -0.1
N -0.9316 2.8025 -2.5430 0.2 -0.2 0.1
C -0.2503 1.6861 -2.7790 0.0 0.1 0.3
C -0.0796 0.9680 -3.9638 -0.2 0.2 -0.2
C -0.3096 1.5361 -5.2526 0.0 0.0 0.0
C 0.0555 0.8950 -6.3918 0.0 0.0 0.0
C 0.6835 -0.3774 -6.2993 0.0 0.0 0.0
C 0.9284 -0.9550 -5.0989 0.0 0.0 0.0
C 0.5482 -0.3241 -3.8594 -0.1 0.1 -0.6
O 0.7599 -0.9280 -2.7873 0.2 -0.4 0.9
H -2.6820 6.6931 -1.1048 -0.1 0.0 0.0
H -1.8442 7.3018 -2.5600 0.0 0.0 0.0
H -0.9224 6.9586 -1.0791 0.0 0.0 0.0
H -3.8415 6.2314 -3.1014 0.0 0.1 0.0
H -5.3717 4.8698 -4.4521 -0.1 0.0 0.0
H -4.8329 2.5026 -4.9354 -0.1 0.0 0.0
H -2.7495 1.5134 -4.0637 0.1 -0.1 0.0
H -0.6493 3.3009 -1.7064 0.0 -0.1 0.1
H 0.3357 1.3744 -1.9160 -0.5 0.1 -0.3
H -0.7230 2.5312 -5.3153 -0.1 0.1 0.0
H -0.0979 1.3562 -7.3564 0.0 0.0 0.0
H 0.9846 -0.8851 -7.2081 0.0 0.0 0.0
H 1.4138 -1.9171 -5.0154 0.0 -0.1 0.0
C 3.8232 1.2657 1.7677 -0.1 0.0 -0.1
N 3.9789 0.8149 3.1337 0.2 0.1 -0.1
C 5.0864 1.3593 3.8830 0.1 0.0 0.1
C 5.5315 0.3746 4.9465 -0.1 0.0 0.0
C 4.3280 0.0460 5.8069 0.1 0.0 0.0
N 3.2439 -0.4203 4.9770 0.1 -0.1 0.2
C 2.1993 -1.1633 5.6366 -0.1 0.0 0.0
C 3.0590 -0.0420 3.6629 0.2 0.1 0.2
O 2.1175 -0.4619 3.0205 -0.5 -0.2 -0.4
H 4.6646 0.9263 1.1581 0.0 0.0 0.0
H 3.7757 2.3570 1.7336 0.0 0.0 0.0
H 2.9038 0.8623 1.3506 0.1 0.0 0.0
H 4.8066 2.3133 4.3561 0.1 0.0 0.0
H 5.8982 1.5705 3.1813 0.0 0.0 0.0
H 6.3371 0.7935 5.5518 0.0 0.0 0.0
H 5.8906 -0.5376 4.4645 0.0 0.0 0.0
H 4.0278 0.9323 6.3887 0.0 0.0 0.0
H 4.5704 -0.7433 6.5265 0.0 0.0 0.0
H 2.5894 -2.1054 6.0325 0.0 0.0 0.0
H 1.4088 -1.3679 4.9177 0.0 0.0 0.1
H 1.7765 -0.5857 6.4652 0.0 0.0 0.0
```
Forces are in eV/Å.

Strongest force on any atom   0.98 eV Å⁻¹
E_LUMO   0.0682 Ha
Frontier orbital gap   6.768 eV
Energy relative to the best compared isomer or geometry (same formula, charge and spin)   0.726 eV
Charge   -1
Electronic energy   -121904.643 eV


The following is a DFT calculation (ωB97M-V/def2-TZVPD) of a molecular structure, C45H51ErFN5O6PS2 in a non-equilibrium geometry.

XYZ file:
```
112
Properties=species:S:1:pos:R:3:forces:R:3
Er 13.4162 -8.4040 18.8980 -1.4 0.2 0.6
F 13.7629 -14.8799 22.1960 1.7 0.1 0.1
C 14.7949 -14.2904 21.4869 -1.2 0.0 0.0
C 14.5594 -13.0159 21.0924 0.3 0.8 -0.7
C 15.3007 -12.4637 19.9929 -0.4 0.1 0.5
C 15.0023 -11.1456 19.4739 0.3 0.5 0.4
O 14.1217 -10.3534 20.0232 1.3 -0.9 -1.2
C 15.8254 -10.7467 18.3500 -1.1 1.0 0.8
C 16.8027 -11.5266 17.8364 0.4 -1.1 -0.5
N 17.0801 -12.7798 18.3422 -0.8 1.6 0.1
C 18.2199 -13.5253 17.9139 1.4 0.2 0.3
C 19.4214 -13.6293 18.8575 -0.4 -0.2 -1.6
C 19.5749 -12.9632 17.5289 -0.5 -0.4 -1.1
C 16.3250 -13.2369 19.4146 0.6 -0.2 0.3
C 16.7105 -14.4414 20.0550 -1.5 0.0 0.8
C 15.9737 -14.9862 21.0965 0.0 -0.3 0.3
N 16.3643 -16.1427 21.8357 -1.4 1.3 -0.4
C 16.4199 -15.9555 23.2747 0.6 0.0 0.1
C 16.0495 -17.2393 24.0194 1.1 0.8 1.4
N 16.3529 -18.4332 23.1841 -1.1 -1.8 0.6
C 17.4738 -18.2283 22.1998 -0.1 -0.5 0.0
C 17.1560 -17.1608 21.1836 -1.1 0.8 0.0
C 15.3819 -9.3889 17.7914 0.5 -1.9 -1.5
O 16.0169 -8.3435 17.9672 -1.5 -0.8 0.1
O 14.1803 -9.5466 17.2473 1.8 1.0 0.6
H 13.8146 -12.3982 21.6132 0.1 -0.5 -0.7
H 17.3553 -11.2325 16.9260 -0.1 -0.2 0.8
H 18.0598 -14.4072 17.3225 -0.8 -0.3 0.1
H 19.7867 -14.6445 18.8299 0.5 0.1 1.0
H 19.4416 -12.9548 19.6991 0.0 -0.4 0.3
H 19.9378 -13.6198 16.7123 0.3 1.0 0.6
H 19.7733 -11.9024 17.4217 0.0 -0.2 0.2
H 17.5741 -14.9522 19.7582 1.0 -0.5 -0.5
H 15.6084 -15.3014 23.5759 0.4 0.6 -0.1
H 17.4257 -15.5480 23.6041 -1.1 -0.4 -0.2
H 14.9935 -17.2403 24.3354 0.5 -0.3 -0.3
H 16.7186 -17.2800 24.9319 -1.0 -0.2 -0.9
H 15.4549 -18.7623 22.7324 1.3 0.4 0.2
H 16.6075 -19.1907 23.8796 -0.2 0.7 -1.3
H 17.6523 -19.1700 21.6976 0.2 -0.2 0.1
H 18.3418 -17.9586 22.7977 0.0 0.0 0.0
H 16.5228 -17.4497 20.3198 0.7 -0.5 0.4
H 18.0919 -16.7621 20.8222 0.6 -0.1 -0.3
O 11.8103 -7.7149 17.6602 0.8 -0.4 0.7
S 10.6805 -7.4884 16.6865 -1.0 -0.8 -0.8
C 10.4692 -5.7450 16.7822 -1.1 0.3 -1.7
C 9.7760 -5.1626 15.6930 0.4 1.6 0.8
C 9.6222 -3.7542 15.7413 0.4 -1.3 -0.2
C 10.2012 -3.0166 16.7934 -0.5 1.1 -0.7
C 10.7890 -3.6285 17.8885 -0.2 -0.8 0.2
C 10.8518 -5.0395 17.9034 0.9 0.7 -0.3
C 11.4376 -7.8221 15.0684 -0.2 -0.3 1.1
C 11.1087 -8.9543 14.3192 -1.7 -0.5 0.7
C 11.8924 -9.3888 13.2924 1.4 -0.6 -1.7
C 13.0867 -8.7047 12.9563 -1.4 0.6 1.9
C 13.4360 -7.6330 13.7680 -0.4 1.3 -0.1
C 12.6094 -7.1877 14.8329 2.3 0.1 -0.6
H 9.4326 -5.7223 14.8163 0.1 0.1 0.5
H 9.1240 -3.2730 14.8925 0.3 0.0 0.5
H 10.1809 -1.9064 16.6861 0.0 -1.0 0.4
H 11.1833 -3.0645 18.7465 -0.2 -0.2 -0.6
H 11.3768 -5.5705 18.6808 -0.1 0.0 0.3
H 10.2071 -9.5359 14.5511 0.3 0.4 0.0
H 11.6583 -10.2825 12.6725 -0.2 0.8 0.8
H 13.6873 -9.0031 12.1412 0.5 -0.3 -0.7
H 14.2537 -6.9483 13.5241 0.1 -0.7 0.1
H 13.0574 -6.4602 15.5336 -0.7 -0.1 -0.6
C 6.5552 -6.4680 19.5530 -0.2 0.8 -0.8
P 7.9192 -7.1732 20.5635 1.3 0.1 -1.0
C 7.7025 -6.4088 22.1719 -1.4 -0.6 0.5
C 6.5956 -6.7469 22.9976 1.2 0.7 0.3
C 6.3676 -6.0383 24.1699 -0.8 -0.6 0.1
C 7.1903 -4.9879 24.5336 1.1 0.0 -0.5
C 8.3225 -4.7092 23.7341 -0.3 0.6 0.9
C 8.5663 -5.3978 22.5648 0.1 0.1 -0.4
C 7.4062 -8.8941 20.7990 0.4 0.2 0.2
C 7.5274 -9.5120 22.0514 0.5 1.3 0.1
C 6.9689 -10.7438 22.2399 -0.1 -2.0 0.2
C 6.4323 -11.4525 21.1552 -0.9 -0.4 -0.6
C 6.4058 -10.8633 19.8726 -0.5 -0.9 0.2
C 6.9453 -9.6016 19.6940 -0.2 -0.2 0.8
H 6.1134 -7.2712 18.8947 0.5 1.2 0.5
H 6.9160 -5.5411 18.9869 -0.3 -1.6 0.4
H 5.7804 -6.0509 20.1942 -0.3 -0.3 0.1
H 5.9841 -7.6172 22.8441 -0.2 0.0 -0.6
H 5.5149 -6.3698 24.8004 0.7 0.5 -0.4
H 6.9774 -4.4438 25.4404 0.2 0.2 0.0
H 9.0570 -3.9389 23.9865 -0.5 -0.1 0.3
H 9.4140 -5.0873 21.9297 -0.5 -0.4 0.3
H 8.0494 -8.9506 22.8608 -0.8 -0.6 -0.5
H 6.9384 -11.2347 23.2255 0.2 0.4 -0.5
H 5.9583 -12.4628 21.2924 0.6 1.2 0.0
H 5.8688 -11.3622 19.0352 0.8 0.2 0.7
H 7.0024 -9.1484 18.7272 -0.3 0.1 -0.5
C 12.7804 -9.2026 22.9143 0.0 1.0 0.0
S 11.3329 -9.0510 21.8408 1.0 -0.1 -0.7
C 11.0284 -10.8081 21.6149 -0.2 -0.2 1.7
O 11.8942 -8.5901 20.4868 0.0 0.2 0.4
H 13.6106 -9.6771 22.3857 -0.3 -0.3 0.0
H 12.4234 -9.7523 23.7910 0.3 0.1 0.0
H 13.1068 -8.1746 23.1868 -0.4 -0.7 0.0
H 11.7278 -11.4140 22.2433 -0.7 0.5 -0.5
H 11.1275 -11.0731 20.5862 0.0 0.0 -0.7
H 9.9891 -10.8888 21.9688 0.3 -0.6 -0.3
N 14.6624 -4.3448 18.8705 0.0 -0.6 0.1
C 14.7119 -5.3829 19.7455 -0.5 0.0 -1.5
N 15.2972 -5.2385 20.9295 0.1 0.7 0.2
O 14.1743 -6.4924 19.4091 0.8 1.4 0.7
H 15.1512 -3.4754 19.0179 0.1 -0.1 0.2
H 14.3850 -4.5266 17.9047 0.0 -0.1 0.7
H 15.5882 -4.3372 21.2964 0.0 -0.4 -0.3
H 15.4316 -6.0412 21.5091 -0.1 -0.2 0.2
```
Forces are in eV/Å.

Strongest force on any atom   2.44 eV Å⁻¹
E_LUMO (spin up / spin down)   -0.2517 / -0.2516 Ha
Frontier orbital gap (spin up / spin down)   5.637 / 5.640 eV
2S+1   4
Charge   +3
Electronic energy   -128506.709 eV